1.
Below is a structure of composition C27H45FeN9O8S2SeSi3 in a non-equilibrium geometry, with properties calculated with wB97M-V/def2-TZVPD.

Summary:
HOMO-LUMO gap (spin up / spin down) = 0.2299 / 0.2324 Eh
spin multiplicity = 6
energy above the lowest of the compared OMol25 structures with the same formula, charge and spin = 105.12 kJ/mol
total charge = -1
LUMO (spin up / spin down) = 1.394 / 1.394 eV
expectation value of S² = 8.7639

```
96
Properties=species:S:1:pos:R:3:lowdin_charge:R:1
Fe -0.716 -1.594 0.567 0.48
N 0.400 -0.239 2.334 0.04
N 0.697 -0.884 3.529 0.03
C 0.678 -2.222 3.567 -0.39
N 0.998 -2.829 4.716 0.20
N 0.361 -2.837 2.440 0.13
N 0.244 -4.187 2.387 -0.41
O 0.123 -4.664 1.284 0.03
O 0.301 -4.880 3.418 0.00
H 1.255 -0.060 1.809 0.04
H -0.064 0.635 2.536 0.09
H 1.279 -0.388 4.186 0.16
H 1.177 -2.292 5.543 0.11
H 0.820 -3.822 4.757 0.08
N 6.951 2.778 -3.038 0.09
C 6.284 2.031 -2.073 -0.33
C 5.545 2.669 -1.073 -0.04
C 4.934 1.930 -0.078 -0.06
C 5.057 0.550 -0.074 -0.29
C 5.789 -0.099 -1.057 -0.07
C 6.406 0.639 -2.049 -0.03
S 4.165 -0.408 1.120 0.54
O 3.908 0.459 2.254 -0.35
O 4.917 -1.611 1.387 -0.36
N 2.745 -0.669 0.424 -0.15
C 2.430 -1.792 -0.225 -0.68
S 3.630 -2.995 -0.717 1.03
C 2.382 -3.933 -1.462 -0.41
C 1.198 -3.326 -1.305 -0.29
N 1.199 -2.128 -0.623 -0.04
H 6.601 3.710 -3.181 0.08
H 7.164 2.291 -3.892 0.08
H 5.434 3.746 -1.100 0.11
H 4.351 2.406 0.700 0.11
H 5.867 -1.177 -1.024 0.08
H 6.978 0.147 -2.828 0.11
H 2.604 -4.865 -1.953 0.06
H 0.248 -3.701 -1.655 0.06
C -2.037 -3.817 -3.577 -0.22
Si -3.111 -4.017 -2.022 0.15
C -4.774 -3.171 -2.377 -0.24
C -3.392 -5.856 -1.649 -0.24
Se -2.285 -3.097 -0.115 0.45
H -2.492 -4.325 -4.432 0.02
H -1.038 -4.232 -3.433 0.01
H -1.929 -2.761 -3.828 0.00
H -5.241 -3.533 -3.298 0.02
H -4.627 -2.094 -2.470 0.01
H -5.465 -3.339 -1.550 0.02
H -3.932 -6.377 -2.443 0.02
H -3.960 -5.944 -0.722 0.02
H -2.435 -6.356 -1.493 0.02
O -2.185 0.160 0.662 -0.09
C -2.637 -0.189 1.787 -0.68
O -2.199 -1.157 2.433 -0.06
C -3.758 0.630 2.365 -0.10
C -4.794 1.066 1.547 0.01
C -5.833 1.817 2.080 -0.06
C -5.829 2.161 3.418 -0.01
C -4.775 1.742 4.223 -0.15
C -3.749 0.960 3.709 0.07
N -4.743 2.146 5.612 -0.36
O -3.761 1.868 6.273 0.07
O -5.700 2.754 6.060 0.06
H -4.771 0.800 0.498 0.13
H -6.645 2.141 1.443 0.11
H -6.613 2.761 3.856 0.11
H -2.956 0.613 4.355 0.13
C 1.612 1.048 -3.321 -0.17
Si -0.048 1.321 -2.435 0.45
C -0.928 2.729 -3.355 -0.19
C -1.077 -0.260 -2.531 -0.18
C 0.290 1.807 -0.684 -0.17
Si 0.299 3.488 0.078 0.44
C 0.772 3.475 1.912 -0.18
C 1.566 4.581 -0.839 -0.18
C -1.381 4.361 -0.051 -0.18
H 1.489 0.837 -4.386 0.02
H 2.148 0.212 -2.866 0.02
H 2.243 1.935 -3.224 0.02
H -0.925 2.563 -4.434 0.02
H -0.425 3.680 -3.162 0.01
H -1.966 2.832 -3.032 0.03
H -1.510 -0.412 -3.522 0.03
H -1.896 -0.222 -1.809 0.01
H -0.466 -1.130 -2.286 0.00
H 0.625 0.974 -0.075 -0.03
H 1.616 2.808 2.104 0.02
H -0.075 3.154 2.524 0.02
H 1.050 4.475 2.251 0.03
H 2.443 3.986 -1.104 0.01
H 1.905 5.421 -0.229 0.02
H 1.149 4.985 -1.764 0.02
H -2.181 3.702 0.296 0.02
H -1.606 4.641 -1.082 0.01
H -1.400 5.265 0.562 0.03
```

***

2.
Below is a structure of composition C27H45LuNO2P2 in a non-equilibrium geometry, with properties calculated with wB97M-V/def2-TZVPD.

Summary:
HOMO-LUMO gap = 0.2596 Eh
spin multiplicity = 1
energy above the lowest of the compared OMol25 structures with the same formula, charge and spin = 0.00 kJ/mol
total charge = +1
LUMO = -3.756 eV

```
78
Properties=species:S:1:pos:R:3:lowdin_charge:R:1
Lu -1.941 -0.679 -0.046 1.78
C -3.183 -1.263 2.227 -0.31
C -2.655 0.022 2.545 -0.27
C -4.101 0.277 0.759 -0.32
C -4.093 -1.122 1.134 -0.32
C -3.184 0.961 1.613 -0.31
C -3.081 -2.462 3.105 -0.04
H -2.129 -2.484 3.653 0.07
H -3.160 -3.392 2.526 0.08
H -3.887 -2.470 3.860 0.11
C -5.046 -2.168 0.703 -0.03
H -4.704 -3.165 0.999 0.08
H -5.172 -2.157 -0.390 0.06
H -6.046 -2.016 1.145 0.11
C -5.101 0.980 -0.067 -0.03
H -6.025 1.180 0.506 0.11
H -5.374 0.382 -0.947 0.06
H -4.717 1.941 -0.420 0.08
C -3.091 2.441 1.740 -0.03
H -3.904 2.835 2.374 0.11
H -3.167 2.933 0.763 0.08
H -2.145 2.759 2.197 0.07
C -1.983 0.387 3.821 -0.03
H -2.714 0.763 4.561 0.11
H -1.234 1.176 3.669 0.08
H -1.478 -0.476 4.273 0.07
C 0.050 -2.071 -0.207 -0.17
C -0.225 -2.028 1.135 -0.18
C 0.634 -1.314 2.152 -0.14
C 1.073 0.123 1.775 -0.16
C 0.056 0.921 1.020 -0.10
C -0.156 0.893 -0.333 -0.21
C 0.814 0.185 -1.264 -0.17
C 1.163 -1.276 -0.873 -0.17
H 1.550 -1.895 2.379 0.14
H 2.045 0.092 1.258 0.06
H 0.079 -1.273 3.103 0.09
H 2.087 -1.263 -0.264 0.08
H -0.389 -2.859 -0.828 0.13
H -0.942 -2.743 1.559 0.11
H 1.418 -1.788 -1.817 0.12
H 0.395 0.182 -2.280 0.10
H -0.853 1.613 -0.804 0.13
H 1.776 0.724 -1.333 0.11
H 1.273 0.653 2.724 0.13
H -0.394 1.715 1.617 0.10
P 4.658 0.227 -0.037 0.78
C 5.130 -1.223 -1.080 -0.32
C 5.969 0.051 1.254 -0.31
P 4.598 3.132 -0.778 0.76
C 5.486 1.523 -1.081 -0.61
C 5.898 3.973 0.236 -0.33
C 5.027 3.926 -2.388 -0.33
H 4.569 -1.187 -2.024 0.03
H 4.866 -2.144 -0.545 0.03
H 6.208 -1.206 -1.289 0.05
H 6.951 -0.127 0.795 0.04
H 5.700 -0.806 1.886 0.03
H 6.005 0.952 1.880 0.03
H 6.112 3.900 -2.556 0.04
H 4.676 4.966 -2.367 0.03
H 4.511 3.394 -3.196 0.03
H 5.378 1.246 -2.144 0.05
H 6.557 1.620 -0.829 0.05
H 5.603 5.026 0.337 0.04
H 6.880 3.914 -0.251 0.04
H 5.946 3.526 1.237 0.02
O -0.635 -1.729 -3.161 0.02
C -1.851 -1.642 -3.306 -0.47
C -2.603 -1.910 -4.598 -0.09
C -4.053 -1.708 -4.257 -0.09
C -4.039 -1.345 -2.786 -0.47
O -5.082 -1.165 -2.157 0.00
N -2.743 -1.283 -2.284 0.03
H -2.263 -1.219 -5.376 0.13
H -2.417 -2.937 -4.932 0.13
H -4.534 -0.902 -4.828 0.13
H -4.648 -2.621 -4.397 0.13
```

***

3.
Below is a cluster of 6 separate species, C27H45N3O17P in total in a non-equilibrium geometry, with properties calculated with wB97M-V/def2-TZVPD.

Summary:
HOMO-LUMO gap = 0.2223 Eh
spin multiplicity = 1
total charge = -1
LUMO = 1.816 eV

```
93
Properties=species:S:1:pos:R:3:lowdin_charge:R:1
C 4.308 2.552 -0.325 0.06
C 3.227 2.034 -0.189 -0.24
C 1.916 1.429 -0.061 -0.31
P 1.010 1.245 -1.829 0.65
C 0.264 3.030 -1.572 -0.30
C 0.920 4.111 -1.983 -0.09
C 0.091 1.212 -3.571 -0.24
C -1.133 2.037 -3.691 -0.34
O -1.310 2.856 -4.579 -0.03
C -0.445 0.384 -0.889 -0.23
C -1.276 -0.699 -1.579 -0.45
C -1.565 -1.836 -0.573 -0.05
O -2.543 -0.218 -2.060 -0.07
C 1.939 -0.449 -2.103 -0.22
C 2.566 -0.818 -3.453 -0.69
N 3.085 0.293 -4.239 0.07
N 1.686 -1.648 -4.311 0.07
N 3.755 -1.674 -3.098 0.03
H 5.329 2.832 -0.256 -0.01
H 1.332 2.094 0.582 0.08
H 2.068 0.491 0.487 0.05
H 2.128 1.909 -2.442 0.02
H -0.694 3.210 -1.073 0.05
H 0.439 5.072 -2.143 0.03
H 1.983 4.060 -2.200 0.03
H 0.792 1.685 -4.261 0.07
H -0.089 0.207 -3.954 0.06
H -1.927 1.924 -2.941 0.10
H -1.150 1.105 -0.468 0.07
H 0.022 -0.093 -0.033 0.05
H -0.752 -1.184 -2.400 0.10
H -0.691 -2.495 -0.541 0.07
H -2.414 -2.435 -0.903 0.07
H -1.691 -1.448 0.436 0.06
H -3.063 -0.065 -1.263 0.07
H 1.366 -1.327 -1.778 0.07
H 2.779 -0.399 -1.412 0.07
H 3.964 0.563 -3.811 0.08
H 3.334 -0.077 -5.153 0.06
H 0.804 -1.778 -3.832 0.04
H 1.470 -1.109 -5.143 0.06
H 3.394 -2.474 -2.588 0.05
H 4.126 -2.039 -3.973 0.05
C 0.268 -0.011 4.473 -0.11
C -0.602 -0.164 3.240 -0.11
O 0.374 -0.317 2.213 0.04
C 1.516 -0.768 2.753 -0.58
O 2.453 -1.135 2.118 0.15
O 1.448 -0.744 4.111 0.05
H -0.183 -0.428 5.370 0.12
H 0.551 1.028 4.657 0.13
H -1.222 -1.061 3.286 0.13
H -1.225 0.694 3.026 0.11
C 1.155 -4.568 2.799 -0.09
C 0.452 -5.808 3.317 -0.10
O -0.183 -5.322 4.510 0.06
C -0.339 -3.985 4.385 -0.57
O -0.977 -3.309 5.133 0.14
O 0.319 -3.524 3.311 0.06
H 1.206 -4.513 1.716 0.14
H 2.157 -4.443 3.211 0.14
H -0.320 -6.166 2.634 0.13
H 1.129 -6.623 3.555 0.13
C 0.292 -4.051 8.206 -0.11
C -0.128 -3.410 9.513 -0.12
O 0.931 -3.792 10.396 0.05
C 2.033 -4.056 9.649 -0.58
O 3.118 -4.240 10.094 0.16
O 1.720 -4.083 8.334 0.06
H -0.008 -3.482 7.332 0.11
H -0.073 -5.075 8.108 0.14
H -0.159 -2.321 9.451 0.13
H -1.082 -3.773 9.886 0.13
C -1.422 2.606 -8.403 -0.11
C -2.107 3.646 -7.545 -0.11
O -2.339 4.707 -8.493 0.06
C -2.364 4.175 -9.730 -0.59
O -2.698 4.757 -10.714 0.14
O -1.955 2.886 -9.708 0.05
H -1.653 1.587 -8.109 0.13
H -0.340 2.736 -8.429 0.13
H -3.068 3.305 -7.160 0.13
H -1.496 3.986 -6.716 0.11
C -4.296 3.815 1.460 -0.11
C -2.814 4.037 1.698 -0.11
O -2.360 2.715 2.001 0.05
C -3.223 1.830 1.447 -0.57
O -3.018 0.665 1.357 0.16
O -4.330 2.463 0.996 0.07
H -4.719 4.480 0.713 0.13
H -4.881 3.886 2.379 0.13
H -2.292 4.390 0.807 0.13
H -2.604 4.708 2.526 0.13
```